Density functional theory data (ωB97M-V/def2-TZVPD) for a molecular structure, C27H27N2O3PZr in a non-equilibrium geometry.

As for the net charge: +2. The value obtained for the HOMO energy is -14.34 eV. Its energy above the lowest of the compared OMol25 structures with the same formula, charge and spin is 17.5 kcal/mol. The calculation puts the maximum force at 1.56 eV/A. The value obtained for the energy is -1768.36471 Ha. The value obtained for the gap between HOMO and LUMO is 8.09 eV. As for the spin multiplicity: 1.

XYZ file:
```
61
C27H27N2O3PZr (ωB97M-V/def2-TZVPD)
Zr -1.24 -0.52 -0.10
C -2.46 -2.06 1.40
C -1.37 -1.57 2.14
C -1.55 -0.18 2.32
C -2.77 0.19 1.73
C -3.33 -0.97 1.13
H -2.63 -3.09 1.15
H -0.58 -2.17 2.56
H -0.92 0.47 2.91
H -3.24 1.16 1.77
H -4.32 -1.04 0.72
C -2.03 3.84 -0.33
C -1.52 2.59 -0.98
O -1.22 1.58 -0.28
N -1.35 2.55 -2.28
C -0.82 1.37 -2.97
C -1.88 0.31 -3.17
C -2.31 0.00 -4.44
C -3.29 -0.97 -4.62
C -3.83 -1.58 -3.51
C -3.35 -1.22 -2.27
N -2.38 -0.30 -2.08
H -2.11 3.70 0.74
H -3.01 4.09 -0.74
H -1.36 4.67 -0.54
H -1.61 3.36 -2.83
H 0.03 0.99 -2.41
H -0.44 1.68 -3.94
H -1.87 0.50 -5.29
H -3.63 -1.23 -5.62
H -4.61 -2.32 -3.59
H -3.77 -1.68 -1.38
O 0.24 -1.61 -2.80
C 0.55 -1.76 -1.66
O -0.34 -2.15 -0.70
C 1.88 -1.33 -1.07
P 1.41 -0.40 0.46
C 1.83 -1.51 1.83
C 1.87 -2.90 1.69
C 2.14 -3.70 2.79
C 2.36 -3.12 4.03
C 2.30 -1.74 4.18
C 2.04 -0.93 3.08
C 2.52 1.00 0.62
C 3.88 0.79 0.85
C 4.73 1.87 1.01
C 4.22 3.17 0.94
C 2.87 3.39 0.71
C 2.02 2.30 0.55
H 2.41 -0.70 -1.79
H 2.51 -2.18 -0.82
H 1.67 -3.37 0.74
H 2.18 -4.77 2.67
H 2.58 -3.75 4.89
H 2.48 -1.29 5.15
H 2.02 0.14 3.20
H 4.27 -0.22 0.93
H 5.78 1.71 1.19
H 4.89 4.01 1.07
H 2.49 4.40 0.66
H 0.96 2.46 0.40
```

Partial atomic charges computed with the Löwdin method, in multiples of e: 1.6795 -0.1489 -0.1624 -0.1650 -0.1626 -0.1732 0.1358 0.1158 0.1281 0.1266 0.1264 0.0540 -0.4433 -0.1876 0.1404 -0.0629 -0.2530 0.0229 0.0170 -0.0004 -0.0851 -0.0141 0.0992 0.1118 0.1107 0.1780 0.1175 0.1457 0.1350 0.1356 0.1311 0.1049 0.1265 -0.6385 -0.2662 -0.1754 1.0557 -0.3870 -0.0931 -0.0491 -0.0451 -0.0478 -0.0953 -0.3780 -0.0724 -0.0427 -0.0433 -0.0592 -0.0908 0.1112 0.1067 0.1041 0.1190 0.1197 0.1187 0.1138 0.1217 0.1209 0.1206 0.1128 0.0751



Density functional theory data (ωB97M-V/def2-TZVPD) for a molecular structure, C10H19N in a non-equilibrium geometry.

As for the net charge: 0. The value obtained for the HOMO energy is -9.14 eV. Its energy above the lowest of the compared OMol25 structures with the same formula, charge and spin is 232.9 kcal/mol. The calculation puts the maximum force at 7.13 eV/A. The value obtained for the energy is -446.79446 Ha. The value obtained for the gap between HOMO and LUMO is 10.02 eV. As for the spin multiplicity: 1.

XYZ file:
```
30
C10H19N (ωB97M-V/def2-TZVPD)
C -2.89 -0.34 -1.20
C -1.81 0.46 -0.20
C -2.07 0.52 1.36
C -0.35 0.26 -0.53
C -0.12 -1.10 0.05
C 1.08 -1.70 -0.62
C 2.13 -0.66 -0.20
C 1.47 0.28 0.71
C 0.49 -0.92 1.37
C 0.63 1.19 0.13
H -3.22 -1.54 -1.21
H -2.37 -0.19 -2.19
H -3.78 0.33 -0.88
H -1.86 1.64 -0.36
H -3.07 1.05 1.49
H -1.97 -0.22 2.48
H -1.37 1.66 1.42
H -0.05 0.14 -1.63
H -1.03 -1.81 -0.13
H 0.76 -2.13 -1.66
H 1.11 -2.69 -0.39
H 2.70 -0.28 -1.11
H 2.78 -1.26 0.25
H 2.16 0.85 1.20
H -0.25 -0.50 2.06
H 0.93 -1.86 1.91
H 0.17 1.88 0.74
H 1.45 2.42 -1.74
H 2.62 0.93 -1.01
N 1.84 1.95 -0.64
```

Partial atomic charges computed with the Löwdin method, in multiples of e: -0.0655 -0.3915 -0.1079 -0.2803 -0.3652 -0.1584 -0.1629 -0.2985 -0.0504 -0.3342 0.1201 0.0582 0.0747 0.1591 0.0535 0.1710 0.1430 0.1749 0.1733 0.1524 0.0657 0.1171 0.0838 0.1211 0.0470 0.1590 0.0902 0.1428 0.1587 -0.0509



Density functional theory data (ωB97M-V/def2-TZVPD) for 2 unconnected molecules or ions with the total composition C3H13N2O2P in a non-equilibrium geometry.

As for the net charge: +2. The value obtained for the HOMO energy is -16.45 eV. The calculation puts the maximum force at 5.77 eV/A. The value obtained for the energy is -722.80565 Ha. The value obtained for the gap between HOMO and LUMO is 8.21 eV. As for the spin multiplicity: 1.

XYZ file:
```
21
C3H13N2O2P (ωB97M-V/def2-TZVPD)
C -0.32 -2.04 0.04
C 3.42 0.00 -0.25
C -1.71 1.66 -0.62
N 4.56 -0.34 0.24
N -3.05 0.99 -0.67
O -1.82 0.38 1.71
O -0.98 -0.83 -0.31
P -0.64 0.51 0.57
H 0.70 -2.06 0.37
H -0.22 -2.60 -0.80
H -0.96 -2.51 0.74
H 2.84 -0.85 -0.41
H 3.07 1.02 -0.33
H -1.24 1.92 -1.49
H -1.93 2.61 -0.03
H -1.59 0.50 2.71
H 4.89 -1.40 0.38
H 5.16 0.38 0.44
H -3.73 1.73 -1.02
H -3.36 0.46 0.24
H -3.10 0.44 -1.51
```

Partial atomic charges computed with the Löwdin method, in multiples of e: -0.1243 0.1777 -0.2258 0.2155 0.1099 -0.3156 -0.4004 0.8719 0.0706 0.0646 0.0902 0.0834 0.1338 0.0620 0.1232 0.1527 0.2518 0.1105 0.2036 0.1995 0.1455



Density functional theory data (ωB97M-V/def2-TZVPD) for 16 unconnected molecules or ions with the total composition C32H96O16 in a non-equilibrium geometry.

As for the net charge: 0. The value obtained for the HOMO energy is -9.99 eV. Its energy above the lowest of the compared OMol25 structures with the same formula, charge and spin is 129.1 kcal/mol. The calculation puts the maximum force at 2.89 eV/A. The value obtained for the energy is -2480.35316 Ha. The value obtained for the gap between HOMO and LUMO is 10.12 eV. As for the spin multiplicity: 1.

XYZ file:
```
144
C32H96O16 (ωB97M-V/def2-TZVPD)
C 5.11 4.59 3.03
C 5.03 5.35 4.34
O 5.98 6.43 4.26
H 4.90 5.21 2.16
H 4.36 3.80 3.01
H 6.09 4.14 2.86
H 5.20 4.62 5.13
H 4.03 5.75 4.53
H 5.91 6.95 5.07
C -4.53 -5.86 2.94
C -3.61 -4.88 3.75
O -4.45 -3.98 4.50
H -5.20 -6.45 3.57
H -3.91 -6.59 2.43
H -5.27 -5.40 2.28
H -3.04 -4.33 3.01
H -2.84 -5.35 4.36
H -3.89 -3.36 4.98
C -2.95 -4.84 -4.45
C -2.60 -3.52 -5.18
O -3.75 -2.81 -5.42
H -3.68 -5.36 -5.07
H -3.31 -4.65 -3.44
H -2.04 -5.43 -4.36
H -2.02 -3.70 -6.09
H -1.88 -2.94 -4.60
H -3.51 -2.00 -5.86
C 0.90 -7.48 1.65
C 0.91 -6.27 0.69
O 0.65 -6.71 -0.64
H -0.07 -7.98 1.65
H 1.24 -7.26 2.67
H 1.66 -8.19 1.31
H 1.90 -5.82 0.74
H 0.15 -5.58 1.04
H -0.04 -7.38 -0.67
C 1.00 5.64 -3.76
C 1.78 6.90 -3.44
O 3.13 6.49 -3.32
H 1.08 4.88 -2.98
H 1.38 5.28 -4.71
H -0.05 5.88 -3.86
H 1.40 7.16 -2.45
H 1.70 7.69 -4.18
H 3.61 7.29 -3.09
C 2.68 -0.60 4.80
C 2.39 -2.09 4.63
O 3.59 -2.92 4.75
H 3.06 -0.35 5.78
H 1.74 -0.07 4.64
H 3.36 -0.34 3.99
H 1.91 -2.19 3.66
H 1.62 -2.31 5.36
H 3.49 -3.45 5.54
C 4.51 -3.46 -6.04
C 3.98 -4.30 -4.81
O 2.82 -3.63 -4.22
H 4.85 -2.45 -5.82
H 3.63 -3.31 -6.66
H 5.31 -3.95 -6.61
H 4.77 -4.47 -4.08
H 3.67 -5.30 -5.09
H 2.42 -4.28 -3.64
C 0.21 0.95 -7.21
C -0.80 1.46 -8.20
O -2.06 0.91 -7.92
H 0.34 -0.12 -7.35
H -0.03 1.15 -6.17
H 1.14 1.42 -7.55
H -0.48 1.25 -9.22
H -0.97 2.54 -8.25
H -2.69 1.17 -8.60
C -5.75 2.28 4.94
C -4.57 3.27 4.98
O -3.32 2.70 4.55
H -6.00 1.89 3.95
H -6.66 2.71 5.37
H -5.41 1.48 5.60
H -4.33 3.65 5.98
H -4.71 4.12 4.31
H -2.79 3.10 3.85
C -0.97 -0.55 0.52
C 0.29 -0.33 -0.24
O 0.72 0.98 0.10
H -1.68 0.22 0.23
H -0.78 -0.47 1.60
H -1.42 -1.52 0.29
H 0.03 -0.41 -1.30
H 1.08 -1.01 0.07
H 1.58 1.15 -0.30
C -2.40 -1.61 9.30
C -2.18 -0.36 8.40
O -2.23 -0.84 7.12
H -2.46 -1.30 10.34
H -1.49 -2.20 9.21
H -3.35 -2.09 9.06
H -1.26 0.18 8.65
H -3.00 0.34 8.56
H -2.41 -0.04 6.61
C -0.89 7.27 1.70
C -0.07 5.94 1.72
O -0.97 4.92 1.22
H -1.23 7.49 0.69
H -0.33 8.07 2.18
H -1.82 7.12 2.25
H 0.41 5.72 2.67
H 0.75 6.02 1.01
H -0.37 4.24 0.91
C 6.31 2.22 -3.84
C 4.96 1.90 -3.26
O 4.80 2.74 -2.16
H 6.32 3.26 -4.17
H 6.56 1.65 -4.74
H 7.16 2.13 -3.16
H 4.80 0.83 -3.08
H 4.21 2.15 -4.00
H 4.67 3.62 -2.53
C -7.02 -1.76 -0.64
C -7.61 -2.09 -2.01
O -7.04 -3.29 -2.45
H -7.26 -2.59 0.02
H -7.42 -0.84 -0.23
H -5.95 -1.52 -0.66
H -7.38 -1.25 -2.67
H -8.68 -2.21 -1.87
H -6.44 -3.05 -3.16
C -3.71 2.48 -3.23
C -4.64 3.36 -2.39
O -3.96 4.51 -1.99
H -3.27 3.01 -4.07
H -4.25 1.63 -3.65
H -2.87 2.11 -2.64
H -5.03 2.86 -1.51
H -5.51 3.69 -2.97
H -3.46 4.32 -1.19
C 7.25 -1.86 1.10
C 6.40 -2.94 0.37
O 6.35 -4.11 1.14
H 7.21 -0.91 0.57
H 8.31 -2.10 1.10
H 6.93 -1.61 2.11
H 6.84 -3.22 -0.59
H 5.41 -2.52 0.17
H 6.10 -3.86 2.03
```

Löwdin population analysis, charges in e, atoms 1 to 99: -0.0957 -0.3163 -0.0827 0.0709 0.0689 0.0754 0.1029 0.1020 0.0746 -0.0788 -0.2894 -0.0890 0.0625 0.0620 0.0679 0.0918 0.1010 0.0705 -0.0706 -0.3640 -0.0663 0.0731 0.0696 0.0670 0.1048 0.1030 0.0858 -0.0932 -0.3053 -0.0882 0.0670 0.0684 0.0702 0.1095 0.0972 0.0751 -0.0932 -0.3381 -0.0868 0.0756 0.0736 0.0751 0.1042 0.1154 0.0799 -0.0991 -0.3049 -0.0835 0.0726 0.0715 0.0704 0.0998 0.1042 0.0705 -0.0739 -0.2756 -0.0995 0.0598 0.0622 0.0648 0.0937 0.0993 0.0687 -0.0802 -0.3524 -0.0858 0.0759 0.0763 0.0749 0.1062 0.1069 0.0797 -0.0730 -0.2936 -0.1140 0.0722 0.0694 0.0644 0.1027 0.1030 0.0711 -0.0975 -0.3354 -0.0898 0.0737 0.0748 0.0770 0.1107 0.1110 0.0773 -0.0750 -0.3603 -0.0713 0.0636 0.0698 0.0748 0.1072 0.1053 0.0827